A structure of composition C13H17IN2Ni at a distorted geometry. Source: the Open Molecules 2025 dataset; level of theory: wB97M-V/def2-TZVPD.

Output
Lowest unoccupied orbital energy (spin up / spin down): -0.8 / -0.9 eV
Strongest force on any atom: 3.32 eV/Å
Gap between HOMO and LUMO (spin up / spin down): 4.6 / 5.9 eV
HOMO (spin up / spin down): -5.41 / -6.78 eV
E_tot: -65879.1541 eV
ΔE to the lowest compared entry with this formula, charge and spin: 17.3 kcal per mole

The geometry in ORCA input format:
```
! RIJCOSX wB97M-V def2-TZVPD def2/J DEFGRID3
* xyz 0 3
H -3.06 -0.86 2.29
H -2.22 -0.52 0.78
H -1.49 -0.08 2.37
I 1.99 -1.73 1.48
H -0.36 -2.26 2.04
H 0.38 0.71 -4.48
H 1.99 0.69 2.14
N 0.60 -1.01 -1.57
H -0.92 2.09 -3.77
H 0.28 0.71 2.67
C 1.52 -1.14 -4.22
H -1.85 -2.73 2.84
H 2.54 -2.94 -3.54
C -1.46 -2.24 1.94
C -0.64 0.99 -1.94
Ni 0.11 -0.50 0.44
C 0.94 0.72 1.79
C 1.40 -2.02 -1.97
C 0.22 -0.06 -2.48
N -0.88 0.93 -0.60
C 0.68 -0.10 -3.81
C 1.88 -2.12 -3.28
H -1.74 -2.85 1.08
C -1.16 2.04 -2.71
C -2.07 -0.83 1.82
C -2.19 2.92 -0.73
H 1.69 -2.74 -1.21
C -1.61 1.90 0.01
H -2.80 3.64 -0.19
H -2.41 3.81 -2.69
H -1.72 1.81 1.09
H 1.90 -1.17 -5.24
C -1.97 3.00 -2.10
H 0.82 1.67 1.25
*
```